One molecule with the formula C4H8O2 in a non-equilibrium geometry, computed with ωB97M-V with the def2-TZVPD basis set.

Relative energy (zero: lowest compared OMol25 entry of this formula, charge and spin): 227.6 kJ/mol
E_tot: -8370.9224 eV
LUMO level: 1.0252 eV
Strongest force on any atom: 5.30 eV/Å
Gap between HOMO and LUMO: 10.555 eV

```
! RIJCOSX wB97M-V def2-TZVPD def2/J DEFGRID3
* xyz 0 1
C 0.792 0.110 -0.080
C 0.602 -1.174 -0.876
C -1.140 0.371 0.970
C -1.794 1.180 0.144
O 0.214 0.135 1.187
O 2.262 0.283 0.306
H 2.574 -0.436 0.870
H 0.646 1.013 -0.683
H -1.656 -0.020 1.839
H 0.698 -2.042 -0.226
H -0.366 -1.175 -1.371
H 1.374 -1.224 -1.639
H -1.381 1.553 -0.777
H -2.824 1.424 0.336
*
```


A 2-piece molecular cluster, C4H8O2 overall in a non-equilibrium geometry, computed with ωB97M-V with the def2-TZVPD basis set.

Relative energy (zero: lowest compared OMol25 entry of this formula, charge and spin): 381.0 kJ/mol
E_tot: -8369.3325 eV
LUMO level: 0.7794 eV
Strongest force on any atom: 1.47 eV/Å
Gap between HOMO and LUMO: 9.052 eV

```
! RIJCOSX wB97M-V def2-TZVPD def2/J DEFGRID3
* xyz 0 1
C 1.493 -1.017 0.743
C 0.424 0.846 0.336
O 0.604 1.966 -0.353
C 0.348 -0.420 -0.096
C -2.297 -0.052 -0.592
O -1.877 0.764 -1.380
H 2.231 -1.309 -0.005
H 2.043 -0.289 1.371
H 1.171 -1.827 1.380
H 0.431 1.016 1.408
H 0.183 1.841 -1.210
H 0.294 -0.614 -1.173
H -2.319 0.112 0.500
H -2.728 -1.016 -0.928
*
```


One molecule with the formula C4H8O2, computed with ωB97M-V with the def2-TZVPD basis set.

Relative energy (zero: lowest compared OMol25 entry of this formula, charge and spin): 130.5 kJ/mol
E_tot: -8371.9296 eV
LUMO level: 1.0063 eV
Strongest force on any atom: 0.63 eV/Å
Gap between HOMO and LUMO: 10.934 eV

```
! RIJCOSX wB97M-V def2-TZVPD def2/J DEFGRID3
* xyz 0 1
O 0.470 -0.868 -0.999
C -0.799 -1.029 -0.337
C -0.932 0.136 0.675
C 0.343 0.923 0.366
C 1.297 -0.199 -0.035
O 0.157 1.663 -0.827
H 0.165 0.954 -1.500
H -1.585 -1.020 -1.097
H -0.786 -2.004 0.161
H -1.804 0.772 0.502
H -0.961 -0.227 1.708
H 0.665 1.608 1.154
H 1.580 -0.919 0.743
H 2.189 0.211 -0.515
*
```


One molecule with the formula C4H8O2, computed with ωB97M-V with the def2-TZVPD basis set.

Relative energy (zero: lowest compared OMol25 entry of this formula, charge and spin): 176.5 kJ/mol
E_tot: -8371.4519 eV
LUMO level: 0.9459 eV
Strongest force on any atom: 0.31 eV/Å
Gap between HOMO and LUMO: 11.170 eV

```
! RIJCOSX wB97M-V def2-TZVPD def2/J DEFGRID3
* xyz 0 1
C -1.533 -0.573 0.072
C -0.172 0.074 0.073
C 1.002 -0.875 -0.086
O 2.235 -0.203 -0.106
C -0.030 1.479 -0.300
O 0.085 1.071 1.066
H -1.573 -1.428 0.757
H -1.761 -0.935 -0.937
H -2.304 0.145 0.366
H 0.915 -1.437 -1.022
H 0.956 -1.602 0.744
H 2.217 0.395 0.657
H -0.926 2.060 -0.520
H 0.890 1.828 -0.764
*
```


One molecule with the formula C4H8O2, computed with ωB97M-V with the def2-TZVPD basis set.

Relative energy (zero: lowest compared OMol25 entry of this formula, charge and spin): 177.7 kJ/mol
E_tot: -8371.4402 eV
LUMO level: 0.9458 eV
Strongest force on any atom: 0.30 eV/Å
Gap between HOMO and LUMO: 11.160 eV

```
! RIJCOSX wB97M-V def2-TZVPD def2/J DEFGRID3
* xyz 0 1
C -1.543 -0.562 0.099
C -0.172 0.071 0.075
C 0.996 -0.878 -0.127
O 2.230 -0.208 -0.176
C -0.025 1.481 -0.275
O 0.109 1.048 1.082
H -1.532 -1.528 0.616
H -1.900 -0.729 -0.923
H -2.249 0.095 0.613
H 0.882 -1.428 -1.067
H 0.973 -1.614 0.696
H 2.251 0.355 0.612
H -0.916 2.074 -0.481
H 0.895 1.824 -0.743
*
```


A 2-piece molecular cluster, C4H8O2 overall, computed with ωB97M-V with the def2-TZVPD basis set.

Relative energy (zero: lowest compared OMol25 entry of this formula, charge and spin): 138.3 kJ/mol
E_tot: -8371.8487 eV
LUMO level: 0.3831 eV
Strongest force on any atom: 0.48 eV/Å
Gap between HOMO and LUMO: 10.360 eV

```
! RIJCOSX wB97M-V def2-TZVPD def2/J DEFGRID3
* xyz 0 1
C -0.981 -0.772 0.505
C -0.401 0.018 -0.634
C 0.866 -0.060 -1.055
O 2.121 -0.129 1.721
C -1.308 0.952 -1.349
O -2.468 1.130 -1.053
H -1.623 -0.136 1.122
H -0.188 -1.207 1.120
H -1.616 -1.580 0.123
H 1.491 0.560 1.477
H 1.598 -0.697 -0.565
H 1.208 0.532 -1.903
H 2.142 -0.113 2.684
H -0.840 1.504 -2.194
*
```


One molecule with the formula C4H8O2, computed with ωB97M-V with the def2-TZVPD basis set.

Relative energy (zero: lowest compared OMol25 entry of this formula, charge and spin): 52.6 kJ/mol
E_tot: -8372.7370 eV
LUMO level: 0.9948 eV
Strongest force on any atom: 0.48 eV/Å
Gap between HOMO and LUMO: 11.663 eV

```
! RIJCOSX wB97M-V def2-TZVPD def2/J DEFGRID3
* xyz 0 1
C 1.240 -0.445 0.743
C 0.114 -0.145 -0.244
C 0.459 0.732 -1.436
O -0.883 0.554 0.549
C -1.954 -0.138 0.942
O -2.324 -1.198 0.510
H 2.214 -0.579 0.265
H 1.314 0.385 1.452
H 1.008 -1.349 1.315
H -0.341 -1.071 -0.605
H -0.464 1.021 -1.950
H 1.079 0.178 -2.149
H 0.992 1.642 -1.144
H -2.454 0.414 1.752
*
```


C4H8O2 as an isolated structure, computed with ωB97M-V with the def2-TZVPD basis set.

Relative energy (zero: lowest compared OMol25 entry of this formula, charge and spin): 414.9 kJ/mol
E_tot: -8368.9820 eV
LUMO level: 0.9435 eV
Strongest force on any atom: 0.31 eV/Å
Gap between HOMO and LUMO: 9.981 eV

```
! RIJCOSX wB97M-V def2-TZVPD def2/J DEFGRID3
* xyz 0 1
C -0.743 0.639 -0.622
C -0.886 0.109 0.803
C 0.431 -0.625 1.149
O 1.436 0.079 0.415
C 1.142 0.060 -0.895
O 0.936 -1.063 -1.547
H -1.605 0.391 -1.263
H -0.594 1.717 -0.696
H -0.101 -0.334 -1.397
H -1.732 -0.577 0.901
H -1.043 0.927 1.512
H 0.708 -0.557 2.202
H 0.414 -1.671 0.833
H 1.636 0.904 -1.395
*
```


C4H8O2 as an isolated structure, computed with ωB97M-V with the def2-TZVPD basis set.

Relative energy (zero: lowest compared OMol25 entry of this formula, charge and spin): 472.4 kJ/mol
E_tot: -8368.3856 eV
LUMO level: 0.8751 eV
Strongest force on any atom: 0.97 eV/Å
Gap between HOMO and LUMO: 8.754 eV

```
! RIJCOSX wB97M-V def2-TZVPD def2/J DEFGRID3
* xyz 0 1
O 0.793 -1.042 -1.406
C 0.452 0.211 -0.847
C -1.025 0.346 -0.635
C -0.829 -0.324 1.462
O 0.495 -0.619 1.324
C 1.137 0.361 0.535
H 0.647 -1.697 -0.706
H 0.828 0.981 -1.526
H -1.645 -0.325 -1.221
H -1.388 1.380 -0.663
H -1.401 -1.258 1.477
H -1.253 0.505 0.774
H 0.991 1.368 0.952
H 2.199 0.114 0.481
*
```


One molecule with the formula C4H8O2, computed with ωB97M-V with the def2-TZVPD basis set.

Relative energy (zero: lowest compared OMol25 entry of this formula, charge and spin): 199.5 kJ/mol
E_tot: -8371.2138 eV
LUMO level: 0.7668 eV
Strongest force on any atom: 0.42 eV/Å
Gap between HOMO and LUMO: 10.474 eV

```
! RIJCOSX wB97M-V def2-TZVPD def2/J DEFGRID3
* xyz 0 1
O -2.101 0.154 0.325
C -1.208 -0.934 0.380
C 0.288 -0.606 0.444
C 1.083 -0.303 -0.805
C 0.875 0.758 0.230
O 0.001 1.822 -0.049
H -1.621 0.933 0.009
H -1.373 -1.603 -0.479
H -1.464 -1.507 1.281
H 0.820 -1.190 1.193
H 0.503 -0.198 -1.721
H 2.070 -0.738 -0.936
H 1.721 1.040 0.859
H 0.405 2.371 -0.731
*
```